{
  "formula": "C3H5N3O",
  "method": "ωB97M-V/def2-TZVPD",
  "total_energy_ha": -356.8345,
  "molar_mass_g_mol": 99.093,
  "de_lowest_kcal_mol": 14.33,
  "smiles": "Nc1c[nH]c(=O)[nH]1",
  "orbital_gap_ev": 8.56,
  "symbols": ["N", "C", "C", "N", "C", "O", "N", "H", "H", "H", "H", "H"],
  "coordinates": [[-1.105, -0.396, 1.660], [-0.347, -0.263, 0.504], [-0.418, -0.887, -0.683], [0.537, -0.287, -1.554], [1.109, 0.807, -0.875], [1.802, 1.685, -1.334], [0.678, 0.680, 0.438], [-1.142, 0.446, 2.219], [-2.045, -0.711, 1.460], [-1.204, -1.512, -1.076], [1.251, -0.899, -1.933], [0.914, 1.360, 1.140]],
  "atomic_forces_ev_per_a": [[-0.12, 0.10, 0.07], [-0.07, -0.08, -0.19], [-0.09, -0.03, 0.21], [0.10, 0.21, -0.02], [0.16, -0.02, -0.04], [0.21, -0.40, 0.22], [-0.14, 0.30, 0.01], [-0.02, -0.03, -0.07], [0.11, -0.09, 0.09], [0.21, -0.15, 0.17], [-0.22, 0.18, -0.39], [-0.12, 0.01, -0.06]]
}